Entry from the Open Molecules 2025 dataset: a single C23H26N2O5S molecule (the ωB97M-V functional and the def2-TZVPD basis).

Geometry as XYZ:
```
57
Properties=species:S:1:pos:R:3:forces:R:3:nbo_charge:R:1
C -6.207054 -2.085219 0.435700 -0.1426 -0.0065 0.1927 -0.25
H -6.876957 -2.917907 0.227647 0.0281 0.0719 0.0614 0.20
O -5.341735 -2.007685 -0.672363 0.2165 0.0377 -0.2356 -0.49
C -4.383601 -1.047487 -0.686743 0.2204 0.1201 -0.1682 0.32
C -4.177133 -0.105319 0.319100 -0.2808 -0.2267 0.0615 -0.32
C -3.168327 0.827084 0.194324 0.2251 -0.0209 -0.2784 -0.08
C -2.336367 0.848729 -0.925197 -0.5701 -0.3830 0.2374 -0.15
C -2.552972 -0.095524 -1.932770 0.0091 0.2179 0.2391 -0.16
C -3.559517 -1.025625 -1.815056 -0.2708 -0.1795 0.1259 -0.26
H -3.734749 -1.756515 -2.588562 -0.0175 -0.0844 -0.0925 0.23
H -1.938362 -0.098041 -2.819650 0.0941 -0.0134 -0.0939 0.21
C -1.282202 1.833048 -1.024796 0.7880 0.6936 -0.3257 0.20
N -1.142158 2.782412 -0.183161 -0.7594 -0.4528 0.2067 -0.10
O -0.077301 3.579810 -0.496975 0.4545 0.4218 -0.0077 -0.38
C 0.591340 3.084775 -1.670057 0.1770 -0.1301 -0.3524 0.07
C 1.989293 2.568785 -1.315156 -0.1077 0.2422 0.0559 -0.44
C 1.751212 1.115557 -0.937102 0.6768 -0.7636 -0.2146 -0.35
C 1.297778 0.746877 0.462813 -0.2149 0.1716 0.2853 0.67
O 0.924700 -0.398876 0.663245 -0.2571 -0.0180 0.1010 -0.65
N 1.398118 1.689690 1.405993 0.1803 0.3982 0.0757 -0.60
H 1.574107 2.638632 1.121405 -0.0223 -0.1111 -0.0891 0.41
C 1.025085 1.488149 2.802817 -0.1680 -0.3290 0.1336 -0.03
C -0.474082 1.219857 2.916828 0.1605 0.1323 -0.0017 -0.63
H -0.762391 1.141938 3.961481 -0.0565 -0.0204 0.1409 0.21
H -1.030305 2.029652 2.450396 -0.0947 0.0620 -0.0093 0.22
H -0.717618 0.290894 2.408696 -0.0594 -0.0944 -0.0235 0.23
C 1.853715 0.361173 3.413388 -0.0490 0.1805 -0.0216 -0.62
H 1.615964 -0.577712 2.921840 -0.0041 -0.0791 0.0221 0.23
H 1.634758 0.274601 4.474311 -0.0062 -0.0190 0.1325 0.21
H 2.914187 0.566740 3.286703 0.1280 -0.0031 0.0317 0.21
H 1.264098 2.426861 3.314428 -0.0096 -0.1021 -0.1054 0.20
C 0.745348 0.648684 -1.980039 -0.2155 -0.1663 -0.1354 -0.42
H 0.238822 -0.262773 -1.661922 0.0828 0.0052 -0.0656 0.26
H 1.265254 0.474281 -2.923846 -0.0389 0.0043 0.0008 0.24
C -0.216055 1.844230 -2.104204 -0.0426 0.1160 0.1324 -0.30
H -0.652421 1.927246 -3.100302 -0.0065 -0.0177 0.0431 0.24
S 3.361889 0.230376 -1.121564 0.2573 0.0409 -0.2237 2.17
O 3.717066 0.306758 -2.517101 -0.2774 -0.2117 -0.1667 -0.95
O 4.264550 0.830725 -0.174634 -0.1229 -0.0836 0.3915 -0.95
C 3.112953 -1.489356 -0.678765 0.0663 0.5738 -0.1794 -0.22
C 2.564409 -2.353627 -1.604676 -0.0101 0.0066 -0.1475 -0.20
C 2.361959 -3.676713 -1.249771 -0.0408 0.0252 -0.0418 -0.21
C 2.708904 -4.112578 0.019161 -0.0233 -0.0247 0.0046 -0.19
C 3.269189 -3.235514 0.934389 0.0447 0.0629 -0.0005 -0.20
C 3.474833 -1.912400 0.584261 0.1104 0.0430 0.1010 -0.20
H 3.912465 -1.200718 1.265659 0.0323 0.0398 0.1480 0.24
H 3.541989 -3.580982 1.920074 0.0326 -0.0168 0.0761 0.22
H 2.544367 -5.143690 0.295195 -0.0094 -0.0808 0.0193 0.22
H 1.932220 -4.365871 -1.961091 -0.0217 -0.0461 -0.0632 0.22
H 2.318251 -1.988719 -2.588978 -0.0502 -0.0198 -0.1513 0.23
H 2.476709 3.169422 -0.549837 0.0506 0.0303 -0.0408 0.23
H 2.627221 2.577296 -2.202048 -0.0249 0.0910 -0.0149 0.25
H 0.615056 3.901337 -2.396020 0.0033 -0.1167 0.0642 0.21
H -3.008165 1.559141 0.968821 -0.0056 0.0634 0.1272 0.22
H -4.796420 -0.091610 1.201916 -0.0720 -0.0221 0.0674 0.22
H -5.657454 -2.285352 1.360688 -0.0193 0.0206 -0.0323 0.18
H -6.794476 -1.168938 0.551123 0.0334 -0.0295 0.0038 0.18
```
Positions in Å, forces in eV/Å.

The HOMO-LUMO gap is 8.797 eV. As for the SMILES: COc1ccc(C2=NO[C@H]3C[C@](C(=O)NC(C)C)(S(=O)(=O)c4ccccc4)C[C@@H]23)cc1. The calculation puts the calculated total energy at -48324.91819 eV. The HOMO energy is -8.24 eV. As for the energy above the lowest of the compared OMol25 structures with the same formula, charge and spin: 68.6 kcal per mole. Its LUMO energy is 0.6 eV.